1.
42
Properties=species:S:1:pos:R:3:forces:R:3 method="wB97M-V/def2-TZVPD" spin_multiplicity=2 lumo_ev="2.2848 / 2.2836" s_squared=0.78 total_charge=-1 orbital_gap_ev="4.67 / 5.39"
Hg 0.467 3.153 -2.525 0.1 0.2 -0.1
N 5.104 1.271 -0.341 -0.1 0.0 0.1
C 5.837 1.286 -1.504 0.0 0.0 0.0
C 4.912 1.326 -2.505 0.1 0.0 0.0
N 3.645 1.340 -1.993 -0.1 -0.1 0.1
C 3.779 1.314 -0.693 0.2 0.0 -0.2
C 2.704 1.337 0.287 -0.3 0.0 0.3
N 1.429 1.539 0.057 0.4 -0.2 -0.1
C 0.806 1.462 1.270 -0.2 0.1 0.0
C 1.712 1.220 2.260 0.0 0.0 0.0
N 2.929 1.144 1.626 0.1 0.0 -0.1
H 5.487 1.283 0.586 0.0 0.0 0.0
H 6.912 1.253 -1.502 0.0 0.0 0.0
H 5.082 1.349 -3.569 0.0 0.0 0.0
H -0.261 1.576 1.353 0.0 0.0 0.0
H 1.613 1.079 3.322 0.0 0.0 0.0
H 3.803 0.948 2.077 0.0 0.0 0.0
C -1.832 2.220 -1.899 -0.1 -0.1 0.1
C -1.823 1.158 -1.227 -0.3 0.0 0.0
C -2.027 -0.002 -0.501 0.1 0.1 -0.1
C -2.003 -1.291 -1.199 0.0 -0.1 0.0
C -2.886 -2.329 -0.863 0.0 0.0 0.0
C -2.928 -3.501 -1.600 0.0 0.0 0.0
C -2.075 -3.683 -2.682 -0.1 0.0 0.0
C -1.176 -2.676 -3.011 0.0 0.0 0.0
C -1.143 -1.497 -2.285 0.0 0.0 0.0
C -2.298 0.075 0.929 0.0 -0.1 0.1
C -2.842 1.241 1.496 0.0 0.0 0.0
C -3.044 1.346 2.861 0.0 0.0 0.1
C -2.705 0.300 3.714 0.0 0.0 0.0
C -2.154 -0.857 3.172 0.0 0.0 0.0
C -1.959 -0.971 1.807 0.0 0.0 -0.1
H -3.562 -2.191 -0.028 0.0 0.0 0.0
H -3.642 -4.274 -1.340 0.0 0.0 0.0
H -2.126 -4.591 -3.270 0.0 0.0 0.0
H -0.494 -2.814 -3.843 0.0 0.0 0.0
H -0.447 -0.709 -2.546 0.0 0.0 0.0
H -3.094 2.059 0.832 0.0 0.0 0.0
H -3.469 2.254 3.274 0.0 0.0 0.0
H -2.864 0.386 4.782 0.0 0.0 0.0
H -1.862 -1.670 3.826 0.0 0.0 0.0
H -1.503 -1.864 1.397 0.0 0.0 0.0

2.
57
Properties=species:S:1:pos:R:3:forces:R:3 method="wB97M-V/def2-TZVPD" de_lowest_kj_mol=62.38 lumo_ev=3.8247 total_charge=-2 orbital_gap_ev=5.08
Sr 0.062 0.089 0.071 0.1 0.1 -0.2
O -3.428 -0.754 3.181 0.0 0.0 0.0
C -2.168 -0.584 2.743 0.0 0.0 0.0
O -1.742 0.488 2.393 -0.1 -0.1 0.1
C -1.350 -1.834 2.733 0.0 0.0 0.1
C -1.677 -2.992 3.413 0.0 0.0 0.0
C -0.735 -4.018 3.404 0.0 0.0 0.0
C 0.466 -3.837 2.747 0.0 -0.1 -0.1
C 0.694 -2.647 2.058 -0.1 0.1 0.1
N -0.217 -1.684 2.062 0.2 0.1 0.0
C 2.029 -2.335 1.348 0.0 -0.1 0.0
O 2.931 -3.153 1.559 0.0 0.0 0.0
O 2.029 -1.270 0.688 0.1 -0.1 0.1
H -3.885 0.074 2.967 0.0 0.0 0.0
H -2.619 -3.084 3.934 0.0 0.0 0.0
H -0.942 -4.945 3.927 0.0 0.0 0.0
H 1.247 -4.584 2.738 0.0 0.0 0.0
O 4.431 4.671 -0.790 0.0 0.1 -0.1
C 3.984 4.323 -1.979 0.1 -0.1 0.0
O 4.446 4.795 -3.003 0.0 0.0 0.0
C 2.898 3.314 -2.023 0.0 0.0 0.0
C 2.339 2.857 -3.203 -0.1 0.0 0.0
N 1.384 1.982 -2.882 -0.1 -0.1 0.0
N 1.268 1.830 -1.564 0.1 0.1 0.0
C 2.180 2.620 -1.015 0.0 0.1 0.1
C 2.273 2.676 0.491 0.0 0.0 0.0
O 3.136 3.450 0.977 -0.1 0.0 0.1
O 1.468 1.967 1.134 -0.1 0.0 0.0
H 3.915 4.173 -0.050 0.0 0.0 0.1
H 2.572 3.107 -4.223 0.0 0.0 0.0
H 0.722 1.462 -3.508 0.1 0.0 0.0
C -3.707 -1.192 -3.239 0.0 -0.1 0.0
N -3.638 0.200 -2.828 0.2 0.0 0.1
C -3.581 1.280 -3.681 0.0 0.1 0.0
C -3.280 2.369 -2.950 0.0 -0.1 -0.1
N -3.105 1.927 -1.643 -0.1 -0.1 0.2
C -3.354 0.581 -1.560 0.0 0.2 -0.4
S -3.392 -0.382 -0.195 -0.2 0.0 0.2
C -2.776 2.762 -0.547 0.2 -0.1 -0.1
C -3.620 3.816 -0.234 0.0 0.1 0.1
C -3.248 4.658 0.802 0.0 0.0 -0.1
C -2.069 4.398 1.478 0.0 0.0 0.0
C -1.303 3.308 1.093 0.1 -0.1 0.0
N -1.639 2.501 0.084 -0.2 0.1 0.1
H -3.693 -1.219 -4.326 0.0 0.0 0.0
H -4.613 -1.655 -2.845 0.0 0.0 0.0
H -2.828 -1.716 -2.853 0.0 0.0 0.0
H -3.696 1.167 -4.742 0.0 0.0 0.0
H -3.070 3.381 -3.242 0.0 0.0 0.0
H -4.535 3.952 -0.793 0.0 0.0 0.0
H -3.872 5.499 1.079 0.0 0.0 0.0
H -1.737 5.029 2.291 0.0 0.0 0.0
H -0.370 3.063 1.590 0.0 0.0 0.0
S -0.731 0.382 -4.590 0.0 0.0 0.0
S 0.438 -1.325 -4.510 0.0 0.0 0.0
S 1.027 -1.643 -2.566 0.0 -0.1 0.0
S -0.600 -2.331 -1.497 -0.1 -0.1 0.0

3.
45
Properties=species:S:1:pos:R:3:forces:R:3 method="wB97M-V/def2-TZVPD" smiles="O=C(O)CC[C@@]1(O)OC2=CC(=O)c3c(O)cc(O)cc3C2=C1c1ccc(O)cc1" de_lowest_kj_mol=0.00 lumo_ev=-0.6042 orbital_gap_ev=7.95
O -1.768 4.730 0.383 -0.9 1.2 -0.6
O 5.393 0.174 0.158 0.4 0.1 0.7
O 6.183 0.804 2.157 0.3 0.1 0.4
O -0.660 -5.365 -1.713 0.0 -0.9 -1.2
O -4.314 -0.311 -2.579 -0.4 -0.3 -0.3
O -3.791 4.145 -1.308 0.3 -0.7 0.3
O 1.107 -0.751 2.709 0.6 0.8 -0.1
O 1.216 1.461 1.826 -1.7 -1.1 -0.6
C -1.406 3.573 0.290 -0.2 -1.0 0.5
C 5.223 0.369 1.344 -1.6 -0.3 -1.7
C -0.273 3.162 1.083 0.9 -1.2 0.3
C 0.116 1.867 1.114 0.0 2.7 0.3
C -0.547 0.846 0.348 0.6 -0.8 0.3
C 0.162 -0.280 0.578 -0.3 0.4 -1.2
C -1.000 -3.864 0.077 0.0 1.3 0.3
C 0.378 -3.228 -1.841 -0.1 0.6 0.6
C -3.974 1.922 -1.938 -1.0 0.5 -0.8
C -0.836 -2.559 0.634 0.6 -1.1 -1.6
C 0.605 -1.970 -1.271 -0.4 -0.2 -0.1
C -2.467 0.233 -1.195 1.3 -0.6 0.9
C -0.424 -4.165 -1.173 0.1 1.3 0.7
C -3.576 0.604 -1.922 -0.2 0.7 0.3
C -3.302 2.874 -1.213 -0.1 1.2 -0.3
C -0.054 -1.612 -0.070 0.6 -0.3 0.9
C -1.724 1.201 -0.462 -1.0 -0.8 -0.9
C -2.152 2.546 -0.483 0.7 -0.2 0.4
C 3.824 0.185 1.972 0.2 1.0 -0.2
C 1.305 0.038 1.557 0.4 -0.8 -0.6
C 2.694 -0.179 0.956 0.8 0.0 0.9
H 7.013 0.919 1.649 -0.6 -0.2 0.1
H -0.346 -5.347 -2.642 -0.3 -0.2 0.8
H -5.124 0.134 -2.892 0.5 -0.4 0.1
H -3.282 4.708 -0.695 0.3 0.0 0.1
H 0.353 -0.348 3.150 -0.2 -0.1 0.3
H 0.230 3.896 1.691 0.0 0.2 -0.1
H -1.625 -4.597 0.596 0.3 0.2 -0.3
H 0.817 -3.454 -2.814 -0.1 -0.1 0.3
H -4.833 2.245 -2.563 0.6 -0.2 0.6
H -1.301 -2.285 1.583 0.1 -0.2 -0.3
H 1.285 -1.296 -1.828 -0.6 -0.2 0.7
H -2.208 -0.837 -1.171 0.0 0.7 0.0
H 3.582 1.137 2.502 0.1 -0.7 -0.3
H 3.912 -0.573 2.721 0.0 -0.5 0.6
H 2.794 0.455 0.085 -0.1 0.2 -0.2
H 2.793 -1.206 0.613 0.0 -0.1 0.1

4.
55
Properties=species:S:1:pos:R:3:forces:R:3 method="wB97M-V/def2-TZVPD" de_lowest_kj_mol=13.08 spin_multiplicity=2 lumo_ev="-5.7690 / -5.7786" s_squared=0.76 total_charge=+1 orbital_gap_ev="4.71 / 4.52"
Os -0.153 -0.011 0.530 0.6 -0.4 -0.5
C -4.143 -1.382 0.647 -0.1 0.0 -0.2
C -2.980 -0.962 1.279 0.3 -0.1 -0.1
N -2.015 -0.797 0.370 -0.4 -0.2 0.2
N -2.528 -1.109 -0.842 0.2 0.2 0.1
C -3.816 -1.450 -0.695 -0.2 -0.1 0.1
B -1.652 -0.937 -2.124 -0.2 0.1 0.1
N -1.287 0.563 -2.230 0.0 0.0 0.1
C -1.556 1.530 -3.124 0.0 0.1 0.0
C -1.138 2.740 -2.603 -0.1 0.0 -0.1
C -0.619 2.435 -1.352 0.1 -0.1 0.0
N -0.702 1.119 -1.134 0.0 0.1 -0.1
N -0.334 -1.734 -1.838 0.0 -0.2 -0.2
C 0.226 -2.773 -2.481 -0.3 0.3 0.1
C 1.261 -3.263 -1.709 0.2 0.1 0.3
C 1.275 -2.458 -0.569 0.2 -0.3 -0.1
N 0.321 -1.531 -0.683 -0.2 0.4 0.2
N -2.350 -1.536 -3.310 0.0 0.0 0.0
C -2.815 -2.815 -3.403 0.0 0.0 0.0
C -3.404 -2.959 -4.629 0.0 0.0 0.0
C -3.249 -1.696 -5.237 0.1 0.0 0.0
N -2.613 -0.852 -4.451 0.0 0.0 0.0
H -5.092 -1.604 1.100 0.0 0.0 0.0
H -2.775 -0.779 2.321 0.0 0.0 0.0
H -4.416 -1.714 -1.550 0.0 0.0 0.0
H -2.036 1.275 -4.051 0.0 0.0 0.0
H -1.213 3.708 -3.065 0.0 0.0 0.0
H -0.194 3.083 -0.604 0.0 0.0 0.0
H -0.160 -3.100 -3.432 0.0 0.0 0.0
H 1.893 -4.106 -1.923 0.0 0.0 0.0
H 1.885 -2.498 0.319 0.0 0.0 0.0
H -2.697 -3.516 -2.592 0.0 0.0 0.0
H -3.877 -3.838 -5.031 0.0 0.0 0.0
H -3.573 -1.376 -6.214 0.0 0.0 0.0
O 3.514 3.268 -1.992 0.0 0.0 0.0
C 3.757 2.001 -1.711 0.0 0.0 0.0
C 4.630 1.319 -2.593 0.0 0.0 0.0
C 5.029 0.006 -2.401 0.0 0.0 0.0
C 4.595 -0.666 -1.288 0.0 0.0 0.0
C 3.581 -0.086 -0.421 0.0 0.0 0.0
C 3.208 1.322 -0.635 0.0 0.0 0.0
C 2.157 2.016 0.194 -0.2 0.1 0.2
O 2.126 3.241 0.151 0.1 0.0 0.0
O 1.370 1.288 0.895 0.1 0.0 0.0
H 2.971 3.629 -1.242 0.0 0.0 0.0
H 4.988 1.884 -3.447 0.0 0.0 0.0
H 5.715 -0.459 -3.094 0.0 0.0 0.0
H 4.926 -1.667 -1.044 0.0 0.0 0.0
H 2.749 -0.574 -1.050 0.0 0.0 0.0
S 1.031 -2.917 4.061 0.0 -0.1 0.0
C 0.630 -1.860 2.947 0.0 0.2 0.0
N 0.354 -1.054 2.125 -0.2 0.0 0.2
Se 3.578 0.385 3.568 0.0 0.0 0.0
C 3.549 -0.178 1.978 0.0 0.0 0.1
N 3.534 -0.669 0.870 0.0 0.0 -0.1